<one>
9
Properties=species:S:1:pos:R:3:mulliken_charge:R:1 method="wB97M-V/def2-TZVPD" molar_mass_g_mol=218.0 homo_ev=-7.7 e_lumo_ev=-0.648 gap_ev=7.04
C -0.3702 -0.9573 -0.1143 0.16
C -0.3789 0.5820 -0.2287 -0.73
P 1.7734 -1.2994 1.0975 -0.09
S -1.0004 -2.2620 -0.7059 -0.21
I 3.2377 0.0475 -0.2121 -0.02
H -1.4439 1.0868 -0.3904 0.29
H 0.3868 0.9671 -0.9922 0.23
H -0.0997 0.8333 0.9023 0.28
H 2.2759 -2.5437 0.7147 0.08

<two>
9
Properties=species:S:1:pos:R:3:mulliken_charge:R:1 method="wB97M-V/def2-TZVPD" molar_mass_g_mol=218.0 homo_ev="-8.5 / -9.4" e_lumo_ev="-2.105 / -1.508" gap_ev="6.36 / 7.84"
C -0.8962 -1.5277 -0.3718 -0.37
C -0.4415 0.7943 0.2827 -0.69
P -0.6671 -0.0604 -1.1385 0.08
S 2.3891 1.1983 0.0789 -0.19
I -1.3906 -3.2983 -1.3951 0.06
H -0.5596 -1.7022 0.6412 0.33
H -0.4471 1.8792 0.1771 0.42
H -0.8549 0.3526 1.2688 0.23
H 2.8679 2.3642 0.4567 0.12

It comes down to <one>, which is 154.9 kJ/mol more stable than the next structure.